Entry 1:
{"formula": "C31H46N6OPbSSbSi", "method": "ωB97M-V with the def2-TZVPD basis set", "species": ["Pb", "N", "C", "C", "N", "C", "C", "N", "C", "C", "N", "H", "H", "H", "H", "H", "H", "C", "C", "Sb", "C", "C", "C", "C", "H", "H", "H", "H", "H", "H", "H", "H", "H", "H", "H", "H", "H", "H", "H", "C", "Si", "C", "C", "C", "H", "H", "H", "H", "H", "H", "H", "H", "H", "H", "H", "O", "S", "C", "C", "C", "C", "C", "C", "C", "C", "C", "C", "C", "C", "H", "H", "H", "H", "H", "H", "H", "H", "H", "H", "N", "C", "C", "N", "C", "H", "H", "H", "H"], "coordinates": [[-0.636, -0.284, 0.209], [-1.683, -2.398, 3.973], [-0.580, -1.811, 4.547], [-0.055, -0.994, 3.600], [-0.824, -1.074, 2.458], [-1.796, -1.938, 2.717], [-2.774, -2.296, 1.703], [-2.695, -1.773, 0.495], [-3.715, -2.337, -0.237], [-4.413, -3.199, 0.553], [-3.803, -3.163, 1.782], [-2.272, -3.078, 4.428], [-0.274, -2.028, 5.555], [0.820, -0.370, 3.661], [-3.872, -2.113, -1.278], [-5.260, -3.831, 0.352], [-4.093, -3.704, 2.582], [-3.541, 1.271, 2.155], [-3.088, 2.591, 1.559], [-2.104, 2.412, -0.322], [-3.275, 1.138, -1.586], [-4.618, 1.753, -1.958], [-2.496, 4.313, -1.262], [-3.755, 4.983, -0.711], [-4.084, 1.466, 3.081], [-2.690, 0.637, 2.399], [-4.211, 0.723, 1.491], [-2.425, 3.136, 2.232], [-3.923, 3.246, 1.311], [-3.378, 0.222, -1.005], [-2.665, 0.921, -2.464], [-5.224, 1.990, -1.083], [-5.184, 1.038, -2.558], [-4.508, 2.654, -2.561], [-2.595, 4.081, -2.324], [-1.632, 4.958, -1.145], [-4.638, 4.349, -0.771], [-3.964, 5.874, -1.304], [-3.628, 5.307, 0.321], [-1.010, -1.863, -3.117], [0.666, -2.146, -2.338], [1.830, -0.759, -2.767], [1.349, -3.820, -2.733], [0.393, -2.091, -0.458], [-0.940, -1.804, -4.205], [-1.465, -0.926, -2.778], [-1.694, -2.680, -2.878], [2.006, -0.718, -3.844], [2.795, -0.892, -2.276], [1.422, 0.210, -2.460], [1.508, -3.938, -3.807], [0.666, -4.609, -2.413], [2.310, -3.976, -2.240], [1.310, -2.046, 0.130], [-0.249, -2.891, -0.089], [1.469, 0.671, 0.579], [2.724, 1.170, 1.282], [2.321, 1.527, 2.971], [3.322, 1.322, 3.911], [3.062, 1.620, 5.244], [1.812, 2.088, 5.619], [0.808, 2.260, 4.668], [1.059, 1.985, 3.334], [2.928, 2.815, 0.611], [2.483, 2.997, -0.816], [2.859, 4.408, -1.378], [3.758, 5.285, -0.568], [4.095, 4.975, 0.678], [3.658, 3.709, 1.277], [4.287, 0.930, 3.614], [3.833, 1.473, 5.988], [1.612, 2.311, 6.658], [-0.168, 2.610, 4.978], [0.296, 2.109, 2.576], [2.843, 2.170, -1.429], [3.223, 4.356, -2.404], [4.123, 6.195, -1.031], [4.740, 5.618, 1.259], [4.004, 3.490, 2.281], [0.896, 5.368, -0.115], [1.367, 4.798, -1.378], [0.969, 3.315, -1.132], [-0.016, 3.326, -0.021], [0.122, 4.519, 0.529], [1.104, 6.301, 0.211], [1.005, 5.354, -2.242], [0.587, 2.759, -1.987], [-0.388, 4.821, 1.437]], "atomic_forces_ev_per_a": [[-0.1, 0.1, -0.1], [0.0, 0.0, 0.0], [0.0, 0.0, 0.0], [0.1, -0.1, 0.0], [0.0, 0.0, 0.0], [-0.1, -0.1, 0.0], [0.1, 0.0, 0.1], [-0.1, 0.0, 0.0], [0.0, 0.0, 0.0], [0.0, 0.0, 0.0], [0.0, 0.0, 0.0], [0.0, 0.0, 0.0], [0.0, 0.0, 0.0], [-0.1, -0.1, 0.0], [0.0, 0.0, 0.0], [0.0, 0.0, 0.0], [0.0, 0.0, 0.0], [-0.1, 0.0, 0.1], [0.2, 0.0, -0.1], [0.1, 0.6, 0.4], [-0.1, -0.1, -0.1], [0.0, 0.0, 0.0], [-0.2, -0.2, -0.2], [0.0, 0.1, -0.1], [0.0, 0.0, 0.0], [0.0, 0.0, 0.0], [0.0, 0.0, 0.0], [0.0, 0.0, 0.0], [-0.1, 0.0, 0.1], [0.0, 0.0, 0.0], [0.0, 0.0, 0.0], [0.0, 0.0, 0.0], [0.0, 0.0, 0.0], [0.0, 0.0, 0.0], [0.0, 0.1, 0.0], [0.0, 0.0, 0.0], [0.0, 0.0, 0.0], [0.0, 0.0, 0.0], [0.0, 0.0, 0.0], [0.0, 0.0, 0.0], [0.0, -0.2, 0.2], [0.0, 0.1, 0.0], [0.0, 0.0, -0.1], [0.0, 0.0, 0.0], [0.0, 0.0, 0.0], [0.0, 0.0, 0.0], [0.0, 0.0, 0.0], [0.0, 0.0, 0.0], [0.0, 0.0, 0.0], [0.0, 0.1, 0.0], [0.0, 0.0, 0.0], [0.0, 0.0, 0.0], [0.0, 0.0, 0.0], [0.1, -0.1, -0.1], [0.0, -0.1, 0.0], [-0.1, 0.0, 0.2], [0.2, 0.0, -0.2], [0.0, 0.1, 0.0], [0.0, 0.0, 0.0], [0.0, 0.0, 0.0], [0.0, 0.0, 0.0], [0.0, 0.0, -0.1], [0.1, 0.3, 0.0], [-0.2, 0.0, 0.0], [0.0, 0.0, 0.1], [0.1, 0.1, 0.0], [0.0, 0.0, -0.1], [0.0, -0.1, 0.1], [0.0, 0.1, 0.0], [0.0, 0.0, 0.0], [0.0, 0.0, 0.0], [0.0, 0.0, 0.0], [0.0, 0.0, 0.0], [-0.1, 0.0, -0.1], [0.0, -0.1, 0.0], [-0.1, -0.1, 0.0], [0.0, 0.0, 0.0], [0.0, 0.0, 0.0], [0.0, 0.0, 0.0], [0.0, 0.0, 0.0], [0.1, -0.1, -0.2], [-0.1, 0.0, 0.1], [0.5, -0.1, 0.1], [-0.3, -0.3, 0.1], [0.0, 0.0, 0.0], [-0.1, 0.1, 0.1], [0.1, 0.0, -0.1], [0.0, 0.0, 0.0]], "mulliken_charge": [1.176, -0.064, -1.060, -0.530, 0.403, 0.182, -0.058, 0.702, -0.733, -0.960, -0.092, 0.205, 0.429, 0.552, 0.466, 0.441, 0.207, -0.872, -0.854, 0.839, 0.287, -1.434, -0.466, -1.392, 0.527, -0.091, 0.287, 0.502, 0.756, -0.359, 0.376, 0.331, 0.445, 0.386, 0.593, 0.304, 0.312, 0.437, 0.374, -0.433, -0.160, -0.423, -1.031, -0.856, 0.510, -0.287, 0.260, 0.532, 0.314, -0.261, 0.367, 0.342, 0.340, 0.576, 0.522, -0.402, -0.210, 0.432, -0.228, -0.755, -0.731, -0.647, -0.271, -0.297, -0.755, 0.028, -1.229, -0.571, -0.102, 0.559, 0.467, 0.468, 0.484, 0.442, 0.558, 0.576, 0.452, 0.485, 0.522, -0.012, -0.328, 0.009, 0.100, -0.812, 0.308, 0.449, 0.729, 0.419], "homo_ev": -15.93, "e_tot_ha": -2732.4697, "e_above_lowest_kcal_mol": 43.8, "multiplicity": 1, "lumo_ev": -9.34, "total_charge": 3}

Entry 2:
{"formula": "C38H50Cl2NOP3Pd", "method": "ωB97M-V with the def2-TZVPD basis set", "species": ["P", "C", "C", "H", "C", "H", "C", "H", "C", "H", "C", "H", "C", "C", "H", "C", "H", "C", "H", "C", "H", "C", "H", "C", "C", "H", "C", "H", "C", "H", "C", "H", "C", "H", "Pd", "C", "C", "H", "C", "O", "H", "C", "H", "C", "Cl", "Cl", "P", "C", "H", "H", "H", "C", "H", "H", "H", "C", "H", "H", "H", "P", "C", "C", "H", "H", "H", "H", "H", "H", "C", "H", "H", "H", "H", "C", "N", "C", "C", "C", "C", "C", "C", "C", "C", "H", "H", "H", "H", "H", "H", "H", "H", "H", "H", "H", "H", "H"], "coordinates": [[1.343, 1.901, -5.616], [2.941, 1.872, -4.943], [3.592, 1.260, -6.052], [2.981, 0.671, -6.743], [4.933, 1.509, -6.292], [5.392, 1.098, -7.196], [5.655, 2.280, -5.359], [6.714, 2.469, -5.569], [5.046, 2.780, -4.194], [5.671, 3.356, -3.492], [3.678, 2.562, -3.956], [3.210, 2.921, -3.040], [0.555, 0.317, -5.570], [1.108, -0.936, -5.195], [1.984, -0.994, -4.543], [0.557, -2.118, -5.711], [1.001, -3.101, -5.487], [-0.561, -2.066, -6.558], [-0.968, -2.979, -7.007], [-1.185, -0.837, -6.834], [-2.061, -0.781, -7.491], [-0.673, 0.329, -6.280], [-1.155, 1.291, -6.466], [0.293, 3.252, -5.140], [0.509, 3.895, -6.386], [1.266, 3.428, -7.045], [-0.222, 5.013, -6.756], [-0.038, 5.456, -7.739], [-1.160, 5.526, -5.835], [-1.724, 6.415, -6.144], [-1.360, 4.933, -4.577], [-2.100, 5.397, -3.899], [-0.631, 3.775, -4.213], [-0.755, 3.329, -3.226], [0.244, 0.116, 0.240], [-1.817, -0.372, -0.370], [-2.208, -0.492, -1.631], [-2.472, -0.709, 0.447], [-1.509, 0.274, -2.815], [-2.498, 1.170, -3.454], [-2.034, 1.839, -4.013], [-0.408, 1.154, -2.348], [-1.073, -0.502, -3.540], [0.096, 1.337, -1.114], [-0.710, -2.134, 1.774], [2.468, 1.067, 0.644], [1.043, -1.991, 0.004], [2.322, -2.360, 1.214], [1.871, -2.825, 2.095], [2.831, -1.425, 1.476], [3.009, -3.048, 0.718], [0.357, -3.489, -0.724], [-0.192, -3.245, -1.641], [-0.300, -4.008, -0.022], [1.209, -4.130, -0.976], [2.126, -1.541, -1.420], [2.671, -0.619, -1.171], [1.512, -1.411, -2.319], [2.802, -2.395, -1.534], [-3.678, -1.480, -2.139], [-4.199, -2.564, -0.804], [-3.285, -2.516, -3.564], [-4.206, -2.032, 0.152], [-3.523, -3.422, -0.703], [-5.207, -2.969, -0.968], [-2.858, -1.898, -4.360], [-4.185, -3.017, -3.952], [-2.555, -3.280, -3.269], [-5.033, -0.396, -2.614], [-5.498, 0.048, -1.726], [-5.805, -0.921, -3.194], [-4.587, 0.398, -3.225], [1.001, 1.938, -1.332], [0.214, 4.695, 1.536], [-1.264, 4.560, 1.446], [-1.875, 5.665, 0.655], [-1.689, 3.156, 0.984], [-1.282, 2.181, 2.057], [-1.796, 2.371, 3.377], [-1.197, 1.646, 4.426], [-0.094, 0.782, 4.229], [0.360, 0.630, 2.924], [-0.336, 1.190, 1.873], [0.638, 4.612, 0.531], [0.620, 3.907, 2.175], [0.428, 5.679, 1.966], [-1.633, 4.653, 2.401], [-1.452, 5.658, -0.352], [-2.956, 5.502, 0.624], [-1.647, 6.611, 1.170], [-2.777, 3.229, 0.823], [-1.217, 2.975, 0.015], [-2.664, 3.069, 3.570], [-1.577, 1.773, 5.444], [0.398, 0.223, 5.059], [1.229, 0.039, 2.673]], "atomic_forces_ev_per_a": [[-1.0, -1.2, 3.8], [1.0, -0.5, -0.5], [0.8, 0.5, 0.2], [0.4, 0.1, 0.0], [0.3, -0.1, 0.4], [0.1, 0.2, 0.4], [-0.2, -0.3, -0.5], [-0.5, 0.0, 0.2], [-0.1, -0.3, 0.0], [-0.5, -0.4, -0.3], [0.3, 0.2, -0.6], [0.0, 0.1, -0.3], [-0.9, -1.0, -0.2], [0.2, 0.1, -0.6], [-0.2, 0.2, -0.4], [-0.2, 0.1, 0.1], [-0.2, 0.7, 0.0], [-0.1, 0.3, 0.0], [0.3, 0.3, 0.2], [-0.2, -0.2, 0.3], [0.3, -0.1, 0.4], [0.5, 0.0, -0.4], [0.1, -0.3, -0.2], [0.3, 0.6, -1.6], [-0.8, 0.8, 0.3], [-0.5, 0.9, -0.2], [-0.2, 0.3, 0.3], [-0.3, 0.0, 0.5], [0.4, -0.1, -0.7], [0.1, -0.4, 0.3], [0.4, -0.3, -0.2], [0.6, -0.5, -0.3], [-0.1, 0.5, -0.4], [0.0, 0.0, -0.3], [-2.3, -0.8, -0.2], [0.8, 0.1, 0.7], [-0.5, 0.5, -1.6], [0.6, -0.1, -0.3], [0.2, -0.2, -1.0], [0.5, -0.7, -0.3], [-0.3, -1.0, 0.7], [-0.5, -1.3, 2.8], [-0.8, 1.1, 0.6], [0.8, 2.4, -6.1], [-0.3, -0.2, 0.5], [0.2, 0.0, -0.2], [1.2, -1.0, 0.0], [-0.1, -0.6, 0.1], [0.2, 0.1, -0.1], [-0.1, -0.3, -0.1], [0.2, 0.0, 0.3], [-0.2, -0.6, 0.2], [0.1, 0.0, 0.1], [0.2, 0.1, -0.2], [-0.2, 0.0, -0.1], [0.0, 0.2, -0.1], [-0.1, -0.4, -0.3], [0.2, 0.0, 0.1], [0.1, 0.2, -0.2], [0.2, 0.6, 0.4], [-0.1, -0.3, 0.4], [0.2, -0.1, -0.1], [0.0, 0.0, -0.2], [0.0, 0.3, -0.1], [0.2, 0.3, -0.2], [-0.1, -0.1, 0.1], [0.2, 0.2, 0.3], [-0.1, 0.2, -0.1], [-0.2, 0.1, -0.2], [0.2, -0.1, -0.2], [0.3, 0.0, 0.2], [-0.2, -0.1, 0.1], [-0.1, 0.5, 1.2], [0.3, 0.2, 0.1], [-0.3, -0.3, 0.1], [0.0, 0.1, 0.2], [-0.5, 0.2, 0.0], [-0.7, 0.0, 0.9], [0.5, -0.3, 0.0], [-0.3, 0.1, 0.3], [-0.2, 0.3, -0.1], [-0.4, -0.4, 0.9], [0.1, 1.6, 1.4], [-0.1, 0.0, 0.2], [-0.1, 0.1, -0.2], [0.1, -0.2, -0.1], [0.2, -0.2, -0.2], [-0.1, 0.0, 0.2], [0.2, 0.1, -0.1], [-0.1, -0.3, -0.3], [0.3, -0.1, 0.2], [0.0, 0.0, 0.2], [1.0, -0.8, -0.1], [0.0, 0.0, -0.4], [-0.6, 0.7, -0.7], [0.0, -0.2, 0.5]], "lowdin_spin": [0.412, 0.061, 0.072, 0.005, 0.000, -0.001, 0.052, 0.002, 0.022, 0.001, 0.024, 0.000, 0.065, 0.043, 0.001, 0.000, 0.000, 0.053, 0.003, -0.007, -0.001, 0.050, 0.001, 0.046, 0.069, 0.027, 0.010, 0.000, 0.007, 0.001, 0.006, 0.000, 0.030, 0.018, 0.559, 0.041, 0.045, -0.002, 0.109, 0.020, 0.004, 0.698, 0.006, 0.062, 0.318, 0.080, 0.277, 0.023, 0.000, 0.001, 0.007, 0.016, 0.001, 0.000, 0.006, 0.084, 0.001, 0.001, 0.014, 0.009, 0.003, 0.002, 0.000, 0.000, 0.001, 0.000, 0.000, 0.000, 0.001, 0.000, 0.000, 0.000, 0.021, 0.000, -0.001, 0.000, 0.003, 0.047, 0.021, -0.013, 0.020, 0.047, 0.385, 0.000, 0.000, 0.000, 0.000, 0.000, 0.000, 0.000, -0.001, -0.002, 0.005, -0.001, 0.003, 0.009], "homo_ev": [-10.17, -12.37], "e_tot_ha": -3679.4297, "e_above_lowest_kcal_mol": 101.8, "multiplicity": 5, "lumo_ev": [-4.84, -7.36], "total_charge": 2}

Entry 3:
{"formula": "C2HCl2FO", "method": "ωB97M-V with the def2-TZVPD basis set", "species": ["C", "C", "H", "O", "F", "Cl", "Cl"], "coordinates": [[-0.455, -0.111, 0.396], [0.670, 0.049, -0.627], [1.718, 0.218, -0.143], [0.542, 0.139, -1.819], [0.271, -0.619, 1.453], [-1.023, 1.415, 0.946], [-1.722, -1.090, -0.205]], "atomic_forces_ev_per_a": [[1.8, -0.1, 0.3], [1.8, 1.5, -1.4], [-1.6, -0.4, -0.4], [-0.3, -0.4, 1.1], [-0.9, -0.9, 0.2], [-0.4, 1.1, 0.1], [-0.4, -0.7, 0.1]], "nbo_charge": [0.131, 0.382, 0.146, -0.460, -0.330, 0.054, 0.076], "homo_ev": -10.86, "e_tot_ha": -1172.2683, "e_above_lowest_kcal_mol": 1.8, "multiplicity": 1, "lumo_ev": 0.03}